<one>
A single CH4INS molecule, computed with the ωB97M-V functional and the def2-TZVPD basis.

Properties
Total charge: 0
HOMO level in eV: -8.701
Orbital gap in eV: 8.04

Each line ends with the natural charge from an NBO analysis.
Positions of all 8 atoms, in Å:
C -0.8260 -0.3395 -0.3700  -0.425
N 0.1373 0.1032 0.6678  -0.773
S 1.3134 1.3624 0.3314  0.223
I 3.2082 -0.1249 -0.1027  0.004
H -1.7815 0.0763 -0.0862  0.184
H -0.6188 -0.0623 -1.4669  0.207
H -0.9210 -1.3668 -0.4305  0.197
H -0.5116 0.3516 1.4572  0.383

<two>
2 unconnected molecules or ions with the total composition CH4INS, computed with the ωB97M-V functional and the def2-TZVPD basis.

Properties
Total charge: 0
HOMO level (alpha / beta) in eV: -8.881 / -8.893
Orbital gap (alpha / beta) in eV: 7.41 / 7.42

Each line ends with the natural charge from an NBO analysis.
Positions of all 8 atoms, in Å:
C -0.3938 -0.3683 1.5032  -0.739
N 1.0082 0.7619 -2.0976  -0.684
S 0.1665 2.0733 -2.4787  0.344
I -0.1531 -1.9900 0.1158  0.049
H 0.2190 -0.6979 2.3387  0.224
H 0.1548 0.3911 0.9140  0.233
H 0.4537 -0.0189 -2.1416  0.333
H -1.4553 -0.1511 1.8462  0.240

<three>
A molecular structure, CH4INS, computed with the ωB97M-V functional and the def2-TZVPD basis.

Properties
Total charge: 0
HOMO level in eV: -8.481
Orbital gap in eV: 7.77

Each line ends with the natural charge from an NBO analysis.
Positions of all 8 atoms, in Å:
C -0.2728 -0.9200 0.6148  -0.398
N -0.2151 0.5617 -0.1988  -0.734
S 1.3880 1.0759 -0.0868  0.185
I -0.8138 0.5018 -2.2751  0.199
H -1.2992 -1.0576 0.6560  0.207
H 0.2791 -1.5415 -0.0228  0.193
H 0.1299 -0.9575 1.6498  0.218
H 0.8039 2.3373 -0.3371  0.131

What should be chosen as the most stable of them? Choose <one>.

<one>
8 unconnected molecules or ions with the total composition C30H74N2O8, computed with the ωB97M-V functional and the def2-TZVPD basis.

Properties
Total charge: 0
HOMO level in eV: -7.104
Orbital gap in eV: 7.54

Each line ends with the Mulliken charge.
Positions of all 114 atoms, in Å:
C 1.3759 2.5583 2.8961  -0.304
C 1.3547 2.9111 1.4295  -0.174
O 1.8450 1.8951 0.6696  -0.310
H 1.0248 3.3911 3.5611  0.448
H 2.4095 2.4056 3.2335  -0.410
H 0.7525 1.6696 3.0881  -0.046
H 1.9434 3.7960 1.2904  0.322
H 0.3702 3.1799 1.0323  0.457
H 2.7678 1.8356 0.9504  -0.201
C 1.6603 0.3485 -1.9187  -0.554
C 1.6418 -1.0165 -1.3223  -0.818
O 0.2944 -1.4009 -1.3992  -0.397
H 0.8434 0.9836 -1.5789  -0.308
H 1.7027 0.3059 -3.0208  0.457
H 2.6181 0.8413 -1.6720  0.034
H 1.8973 -0.8451 -0.2989  0.583
H 2.2013 -1.6957 -1.9144  0.812
H -0.2332 -0.7751 -0.9274  0.307
C -2.2852 0.5424 2.0169  -1.465
C -1.7077 1.1114 0.7041  1.230
O -0.5039 0.5252 0.3625  0.535
H -3.2395 1.0284 2.1450  0.478
H -1.6530 0.7761 2.8820  0.265
H -2.5676 -0.5189 1.9357  0.152
H -1.6116 2.2053 0.6232  0.549
H -2.4552 0.7994 0.0096  -1.019
H 0.2146 1.1272 0.5093  -0.418
C 2.7495 -3.9540 1.3052  -0.419
C 1.8962 -5.0872 1.8714  -0.389
O 0.5864 -4.5224 2.1897  -0.603
H 3.7315 -4.3507 1.0665  0.447
H 2.9192 -3.1787 2.0327  0.122
H 2.2242 -3.4912 0.4072  -0.132
H 2.3277 -5.4708 2.8008  0.350
H 1.7975 -5.9404 1.1589  0.236
H 0.0812 -4.3989 1.3900  0.370
C -0.9751 2.3948 -3.7631  -1.338
C -1.5531 2.4542 -2.3936  1.064
O -2.5987 3.4053 -2.3520  -0.637
H -0.3457 3.2821 -3.9567  0.367
H -1.7634 2.4073 -4.5048  0.398
H -0.3065 1.5384 -3.8521  0.225
H -0.8324 2.7986 -1.7050  -0.056
H -1.8407 1.4708 -2.0043  -0.277
H -3.4560 2.9531 -2.3377  0.356
C -1.8615 -3.0317 0.8189  -1.076
C -1.4184 -3.8265 -0.3930  -0.242
O -0.0423 -4.1427 -0.3039  -0.608
H -1.3087 -2.0919 0.9196  0.194
H -1.6949 -3.5292 1.7652  0.690
H -2.8767 -2.7974 0.8133  0.164
H -1.6187 -3.2799 -1.3251  0.107
H -2.0506 -4.6616 -0.4944  0.556
H 0.5438 -3.4137 -0.5299  0.244
C -7.5774 -2.4780 -2.0942  -1.661
C -6.8504 -1.0999 -2.0221  1.275
C -6.1789 -0.7247 -0.6923  -1.381
C -4.8118 -1.2832 -0.3947  -0.249
C -3.8813 -0.8521 -1.5433  0.164
C -4.4260 -1.3826 -2.8804  1.488
N -5.8209 -0.8977 -3.0457  0.476
O -6.3351 -0.9168 -4.2437  -0.600
C -4.2934 -2.9124 -3.0284  -2.095
C -3.6512 -0.7802 -4.0373  -1.656
C -7.8598 -0.0020 -2.2627  -2.200
H -6.7638 -3.2366 -1.8343  0.263
H -7.9389 -2.7768 -3.0686  0.347
H -8.4367 -2.4347 -1.4539  0.429
H -6.7809 -0.8833 0.2245  0.553
H -5.9778 0.3583 -0.6985  0.377
H -4.7985 -2.3506 -0.1811  0.398
H -4.4299 -0.7414 0.4902  0.003
H -2.8775 -1.2544 -1.3537  -0.655
H -3.6660 0.2095 -1.5818  0.013
H -7.2664 -0.7116 -4.2078  0.489
H -4.8487 -3.2892 -3.8832  0.359
H -4.6529 -3.3532 -2.1755  0.481
H -3.2370 -3.1832 -3.0679  0.443
H -3.7384 0.3032 -4.1338  0.320
H -3.9593 -1.3304 -4.9164  0.549
H -2.5362 -0.9125 -3.9014  0.222
H -7.5163 0.9499 -2.6286  0.384
H -8.4708 0.1338 -1.3916  0.475
H -8.5825 -0.3188 -2.9717  0.728
C 5.0894 3.8548 3.2805  -1.835
C 5.5813 3.2734 1.9188  1.090
C 7.0161 2.8973 1.7705  -1.209
C 7.3605 1.6912 2.7109  -0.663
C 6.5517 0.4713 2.3245  -1.112
C 5.0663 0.7888 2.3445  1.351
N 4.8202 2.0368 1.5582  1.036
O 4.4703 1.8424 0.3328  -0.524
C 4.3629 0.7785 3.7329  -1.724
C 4.4235 -0.4590 1.6264  -2.220
C 5.2471 4.3516 0.8506  -1.659
H 5.5539 3.4368 4.1296  0.420
H 4.0168 3.8496 3.4044  0.282
H 5.3956 4.8897 3.2434  0.497
H 7.7266 3.7078 1.9611  0.427
H 7.2219 2.6637 0.7437  0.386
H 7.1601 1.9183 3.8274  0.221
H 8.4124 1.4899 2.5934  0.476
H 6.7521 -0.2924 3.1193  0.359
H 6.8025 -0.0016 1.4215  0.514
H 5.2884 1.7693 -0.1673  0.382
H 3.3664 0.3446 3.6796  0.336
H 4.2547 1.7768 4.1541  0.325
H 4.8338 0.1075 4.4198  0.401
H 4.8947 -0.6149 0.6523  0.422
H 3.3342 -0.5146 1.4159  0.224
H 4.6972 -1.3791 2.1560  0.570
H 5.9817 5.1059 1.0062  0.577
H 4.1851 4.7413 1.1006  0.311
H 5.3226 4.1057 -0.2421  0.286

<two>
8 unconnected molecules or ions with the total composition C30H74N2O8, computed with the ωB97M-V functional and the def2-TZVPD basis.

Properties
Total charge: 0
HOMO level in eV: -8.748
Orbital gap in eV: 9.14

Each line ends with the Mulliken charge.
Positions of all 114 atoms, in Å:
C 0.3104 1.2820 -8.4396  -1.829
C 0.7305 1.8188 -7.0771  1.490
C -0.4437 2.7319 -6.5929  -1.192
C -1.6172 1.8711 -6.0358  -0.873
C -1.1432 0.7709 -5.1123  -1.093
C -0.0051 -0.0442 -5.6293  1.573
N 1.0836 0.8316 -6.0313  0.996
O 2.1870 0.0360 -6.5147  -0.580
C 0.5223 -0.7844 -4.4067  -1.936
C -0.6056 -1.0774 -6.6234  -1.652
C 1.9381 2.7308 -7.2015  -1.864
H 0.4009 2.0644 -9.2134  0.445
H -0.7504 1.0740 -8.5289  0.327
H 0.9541 0.4351 -8.6762  0.378
H -0.0946 3.4487 -5.8675  0.409
H -0.7201 3.2683 -7.4927  0.457
H -2.1591 1.4203 -6.8825  0.322
H -2.3314 2.5372 -5.5391  0.417
H -1.9590 0.0731 -4.8444  0.343
H -0.8275 1.1249 -4.1469  0.319
H 1.1530 -1.5728 -4.8165  0.527
H 1.0816 -0.1565 -3.7239  0.022
H -0.3492 -1.1948 -3.9013  0.350
H -1.0985 -1.8059 -5.9972  0.495
H -1.4267 -0.6291 -7.1729  0.377
H 0.0833 -1.6280 -7.2659  0.295
H 2.6821 2.2998 -7.8630  0.386
H 2.3284 2.9854 -6.2084  0.331
H 1.5976 3.6832 -7.6447  0.431
H 2.9496 0.2263 -5.9453  0.325
C 0.1430 4.3722 5.7749  -1.533
C -0.8755 3.3945 6.3885  1.527
C -2.3176 3.8365 6.0059  -1.290
C -2.6114 3.5470 4.5696  -0.576
C -2.4216 2.1084 4.2820  -1.348
C -1.0418 1.5682 4.6656  1.980
N -0.8228 1.9647 6.0609  -0.138
O 0.5448 1.5617 6.3550  -0.524
C -1.1138 0.0919 4.6076  -1.812
C 0.0535 2.0445 3.6589  -1.311
C -0.7877 3.5248 7.9463  -1.675
H 1.1650 3.9995 5.6793  0.299
H 0.1401 5.2772 6.3994  0.400
H -0.1344 4.7668 4.8005  0.359
H -3.0150 3.3117 6.6572  0.391
H -2.3965 4.9088 6.2221  0.347
H -2.0451 4.2323 3.9266  0.306
H -3.6755 3.7689 4.3703  0.376
H -2.7261 1.8324 3.2578  0.405
H -3.1575 1.5638 4.8599  0.466
H -0.1624 -0.4304 4.8246  0.383
H -1.9065 -0.3070 5.2737  0.506
H -1.4606 -0.2446 3.5991  0.163
H 1.0529 1.7834 3.9732  0.434
H -0.1012 1.4711 2.7181  0.014
H -0.0863 3.0872 3.3989  0.313
H 0.0728 2.9903 8.3650  0.375
H -1.6903 3.1953 8.4514  0.389
H -0.6739 4.6025 8.0981  0.386
H 0.5386 1.0550 7.1763  0.350
C 4.8226 -2.9538 0.6801  -1.242
C 3.7158 -2.0623 0.1928  0.396
O 4.2528 -1.0836 -0.7144  -0.471
H 5.5604 -2.3074 1.1812  0.329
H 5.3124 -3.4562 -0.1617  0.392
H 4.4356 -3.6611 1.4005  0.255
H 3.2774 -1.4498 0.9890  0.024
H 2.8930 -2.6071 -0.2878  0.064
H 4.9502 -1.5178 -1.2042  0.271
C 2.1330 -5.1865 4.1328  -1.307
C 1.3698 -4.3187 3.1283  0.472
O 1.7684 -4.7004 1.8147  -0.590
H 1.9971 -5.0171 5.2050  0.354
H 3.1982 -5.1061 3.8958  0.293
H 1.8045 -6.1950 3.9086  0.305
H 1.6953 -3.2820 3.2653  0.135
H 0.2811 -4.3922 3.1702  0.008
H 1.2052 -4.1974 1.2179  0.258
C -3.1644 -1.9307 -0.8834  -0.421
C -2.6864 -3.1965 -1.5440  -0.370
O -1.3810 -2.9834 -2.0830  -0.416
H -2.4713 -1.7362 -0.0708  -0.272
H -4.1748 -2.0901 -0.4898  0.369
H -3.2058 -1.1690 -1.6399  0.261
H -3.3352 -3.6095 -2.3388  0.400
H -2.6436 -3.9907 -0.7668  0.237
H -1.1231 -3.8083 -2.5289  0.232
C 0.4618 -0.1850 -0.1307  -0.810
C 0.0619 -1.3142 0.8541  0.064
O 0.1112 -2.6267 0.3301  -0.233
H 1.4535 -0.3582 -0.4901  -0.016
H 0.4824 0.7737 0.3848  0.464
H -0.2182 -0.1257 -0.9766  0.223
H -0.9460 -1.0851 1.2321  -0.375
H 0.7890 -1.3419 1.6536  0.445
H -0.3235 -2.6822 -0.5436  0.233
C -3.3458 -4.3364 2.9823  -1.104
C -3.4417 -2.8145 3.0390  0.728
O -3.8061 -2.3494 4.3153  -0.583
H -2.4435 -4.6908 3.4829  0.210
H -3.2943 -4.7846 2.0022  0.301
H -4.2678 -4.6661 3.4775  0.340
H -4.1979 -2.4380 2.3476  0.200
H -2.5032 -2.3874 2.6784  -0.421
H -3.0386 -1.8780 4.6575  0.405
C 2.0755 2.6657 -3.0419  -0.961
C 2.9031 1.9183 -1.9997  0.089
O 4.2597 2.3924 -2.2453  -0.591
H 1.0063 2.5430 -2.8179  0.294
H 2.2690 2.4182 -4.0822  0.010
H 2.2605 3.7050 -2.8380  0.533
H 2.8422 0.8381 -2.0977  0.152
H 2.5612 2.1745 -0.9906  0.167
H 4.8438 1.9445 -1.6232  0.310

<three>
8 unconnected molecules or ions with the total composition C30H74N2O8, computed with the ωB97M-V functional and the def2-TZVPD basis.

Properties
Total charge: 0
HOMO level in eV: -8.236
Orbital gap in eV: 8.65

Each line ends with the Mulliken charge.
Positions of all 114 atoms, in Å:
C -0.6043 -5.7529 4.4868  -1.914
C -0.5631 -4.2696 4.1421  1.760
C 0.8809 -3.8092 4.0583  -1.248
C 0.9790 -2.3764 3.5532  -0.626
C 0.4659 -2.4359 2.0990  -1.591
C -0.9827 -2.8990 2.0048  2.561
N -1.1928 -4.0985 2.8271  -0.109
O -2.5648 -4.4477 2.8609  -0.639
C -1.9109 -1.7344 2.4422  -1.725
C -1.2739 -3.2549 0.5535  -1.434
C -1.2780 -3.5385 5.2984  -1.795
H -1.5751 -6.2014 4.2811  0.355
H -0.4326 -5.9054 5.5574  0.408
H 0.1613 -6.3339 3.9692  0.410
H 1.3587 -3.9384 5.0363  0.499
H 1.4665 -4.4750 3.4155  0.397
H 1.9835 -1.9650 3.6301  0.427
H 0.3219 -1.7193 4.1281  0.275
H 1.2230 -2.8652 1.4432  0.375
H 0.5045 -1.3722 1.8199  0.410
H -2.7087 -1.5353 1.7198  0.282
H -2.3995 -1.8159 3.4150  0.383
H -1.3703 -0.7865 2.4944  0.380
H -2.2375 -3.7538 0.4645  -0.470
H -1.2709 -2.3567 -0.0620  0.322
H -0.4765 -3.9325 0.2466  0.541
H -2.1335 -4.1156 5.6633  0.407
H -1.5641 -2.5061 5.1196  0.347
H -0.6432 -3.5397 6.1912  0.422
H -3.0271 -3.6574 3.1823  0.380
C -5.4863 -8.7856 -5.9762  -2.064
C -4.7895 -8.4144 -4.6725  2.132
C -5.5726 -7.2603 -4.0741  -1.819
C -5.2530 -6.9440 -2.6109  0.244
C -5.5178 -8.2188 -1.8221  -1.683
C -4.7206 -9.4400 -2.3204  1.883
N -4.8480 -9.5405 -3.7601  0.133
O -4.2832 -10.7073 -4.2968  -0.484
C -3.2922 -9.2794 -1.7902  -1.674
C -5.3513 -10.6744 -1.6779  -1.986
C -3.3270 -7.9774 -4.9748  -1.357
H -4.9233 -9.5220 -6.5535  0.400
H -5.7839 -7.9631 -6.6248  0.311
H -6.4047 -9.3296 -5.7259  0.475
H -5.6660 -6.3759 -4.7039  0.477
H -6.6048 -7.6359 -3.9827  0.407
H -5.9563 -6.1903 -2.2482  0.099
H -4.2333 -6.5670 -2.4866  0.078
H -6.5741 -8.4808 -1.9518  0.460
H -5.3498 -8.1008 -0.7513  0.432
H -2.8267 -8.3304 -2.0652  0.258
H -3.3038 -9.1781 -0.6979  0.421
H -2.6220 -10.1151 -2.0037  0.369
H -6.3799 -10.8514 -1.9813  0.435
H -4.7613 -11.5581 -1.9344  0.414
H -5.2782 -10.5725 -0.5922  0.373
H -2.8741 -8.5220 -5.8026  0.461
H -2.7273 -8.0664 -4.0723  0.407
H -3.3991 -6.9284 -5.2589  -0.117
H -3.3266 -10.5362 -4.3251  0.366
C -6.7405 -4.0986 1.1934  -1.230
C -5.5460 -5.0513 1.2504  0.093
O -4.3309 -4.4532 0.8163  -0.287
H -6.4649 -3.0565 1.3702  0.326
H -7.4554 -4.3441 1.9799  0.493
H -7.2223 -4.1812 0.2211  0.150
H -5.8143 -5.8863 0.5838  -0.204
H -5.4730 -5.5763 2.2069  0.496
H -3.6641 -4.6716 1.4810  0.378
C 0.1296 -3.6592 -3.4025  -0.289
C 0.4474 -5.1453 -3.3087  -0.234
O 1.8692 -5.3594 -3.2616  -0.574
H 0.7277 -3.0925 -2.6891  0.377
H -0.9390 -3.5258 -3.2589  -0.435
H 0.4831 -3.3245 -4.3820  0.397
H 0.0237 -5.6922 -4.1540  0.247
H 0.0994 -5.5658 -2.3641  0.213
H 2.2265 -5.5023 -4.1412  0.306
C -3.2727 -1.6788 -2.1503  -1.278
C -4.0955 -2.9510 -2.3035  1.225
O -5.3073 -2.8073 -1.5586  -0.079
H -3.1733 -1.3915 -1.1038  0.312
H -3.7089 -0.8646 -2.7297  0.355
H -2.2492 -1.8297 -2.5094  0.297
H -3.4790 -3.7783 -1.9389  0.008
H -4.3865 -3.0862 -3.3436  -0.811
H -5.0691 -3.1411 -0.6829  0.010
C -9.2967 -1.2849 -0.1637  -1.363
C -8.8638 -1.5493 -1.5817  0.373
O -9.8651 -2.2828 -2.2896  -0.578
H -10.1774 -0.6319 -0.1589  0.358
H -8.5891 -0.7069 0.4385  0.353
H -9.5535 -2.1647 0.4279  0.328
H -7.9224 -2.1147 -1.5806  -0.086
H -8.6851 -0.6473 -2.1609  0.338
H -10.0163 -3.1251 -1.8512  0.297
C -2.7598 -4.3352 -5.4303  -1.065
C -3.9723 -3.8518 -6.1801  0.573
O -3.5148 -3.1310 -7.3161  -0.586
H -2.8724 -4.9507 -4.5377  0.159
H -2.1051 -3.5203 -5.1213  0.402
H -2.2126 -4.9357 -6.1644  0.530
H -4.6233 -3.2347 -5.5467  -0.551
H -4.6121 -4.6863 -6.4962  0.219
H -4.2029 -3.1110 -7.9858  0.335
C -6.8864 -1.3303 -4.8108  -0.679
C -7.5320 -2.7025 -4.8639  0.026
O -8.9355 -2.6165 -5.0206  -0.622
H -5.8009 -1.4486 -4.9104  0.206
H -7.0436 -0.8801 -3.8293  0.103
H -7.2530 -0.6452 -5.5710  0.308
H -7.3419 -3.2504 -3.9266  0.000
H -7.0673 -3.3579 -5.6037  0.311
H -9.3033 -2.3718 -4.1608  0.408

What should be chosen as the most stable of them? Choose <two>.

<one>
A molecular structure, C5H9N2O, computed with the ωB97M-V functional and the def2-TZVPD basis.

Properties
Total charge: +1
HOMO level in eV: -15.145
Orbital gap in eV: 11.56

Each line ends with the natural charge from an NBO analysis.
Positions of all 17 atoms, in Å:
C -1.9518 0.4864 -0.4085  0.168
C -1.2898 -0.8235 0.0747  -0.337
C 1.1961 -0.8669 -0.1754  -0.238
C 1.7482 0.5234 -0.6190  -0.111
C -0.1288 1.2025 0.5643  0.439
N -1.1791 1.4263 -0.1835  -0.413
N -0.1148 -0.4461 0.6890  -0.412
O 1.0965 1.5026 0.1912  -0.475
H -2.8170 0.6701 -0.9982  0.243
H -2.0234 -1.4180 0.7516  0.264
H -1.0911 -1.6393 -0.6112  0.251
H 0.8332 -1.4752 -1.0470  0.240
H 1.8115 -1.5325 0.5527  0.254
H 2.8823 0.6052 -0.4371  0.250
H 1.4779 0.7616 -1.6406  0.216
H -0.5208 1.7795 1.7337  0.232
H 0.0711 -0.7559 1.5633  0.432

<two>
A molecular structure, C5H9N2O, computed with the ωB97M-V functional and the def2-TZVPD basis.

Properties
Total charge: +1
HOMO level in eV: -14.422
Orbital gap in eV: 10.80

Each line ends with the natural charge from an NBO analysis.
Positions of all 17 atoms, in Å:
C -1.3443 2.4806 -0.0552  -0.099
C -1.1459 1.3110 0.0840  -0.120
C 0.8689 -0.4734 0.2227  0.512
C -1.8414 -0.9624 -0.4667  -0.651
C -1.0368 -0.0241 0.5265  -0.137
N 1.5731 0.6488 0.0793  -0.304
N 1.3771 -1.6923 0.1551  -0.761
O 2.9530 0.7064 -0.2687  -0.515
H -1.6537 3.3969 -0.4501  0.257
H -2.7657 -0.3815 -0.8602  0.263
H -2.2528 -1.7948 0.2006  0.241
H -1.2444 -1.2472 -1.3956  0.250
H -1.1024 -0.3226 1.5035  0.242
H 1.2564 1.5799 -0.1726  0.445
H 0.8742 -2.4019 0.6739  0.446
H 2.2245 -1.7678 -0.3712  0.442
H 3.2602 0.9444 0.5947  0.488

What should be chosen as the most stable of them? Choose <one>.